Entry 1:
{
  "formula": "C20H14N4O3",
  "method": "ωB97M-V/def2-TZVPD",
  "lumo_energy_ev": -1.6,
  "total_charge": 0,
  "max_force_ha_per_bohr": 0.1194,
  "orbital_gap_ev": 7.6471,
  "multiplicity": 1,
  "relative_energy_ev": 3.727,
  "smiles": "C=C1N=NC(=O)C(C)=C1c1ccc(Oc2nccc3c2CCO3)cc1C#N",
  "e_homo_ev": -9.287,
  "total_energy_ha": -1215.11067,
  "symbols": ["C", "C", "N", "N", "C", "O", "C", "C", "C", "C", "C", "C", "C", "O", "C", "N", "C", "C", "C", "C", "C", "C", "O", "C", "C", "C", "N", "H", "H", "H", "H", "H", "H", "H", "H", "H", "H", "H", "H", "H", "H"],
  "coordinates": [[-1.881, 0.460, -3.637], [-2.472, -0.436, -2.824], [-3.297, -1.416, -3.509], [-4.033, -2.185, -2.713], [-4.118, -2.023, -1.355], [-4.976, -2.671, -0.790], [-3.104, -1.260, -0.590], [-3.143, -1.418, 0.933], [-2.310, -0.358, -1.363], [-1.222, 0.442, -0.745], [0.024, -0.170, -0.650], [1.016, 0.508, 0.009], [0.898, 1.783, 0.618], [1.964, 2.353, 1.337], [2.584, 1.487, 2.137], [1.905, 0.715, 3.000], [2.659, -0.063, 3.908], [4.035, -0.175, 3.847], [4.694, 0.795, 3.074], [3.958, 1.622, 2.268], [4.921, 2.569, 1.738], [6.312, 2.062, 2.309], [5.993, 0.939, 3.195], [-0.308, 2.414, 0.547], [-1.467, 1.733, -0.158], [-2.702, 2.407, -0.307], [-3.764, 2.936, -0.390], [-1.216, 1.267, -3.161], [-2.014, 0.485, -4.697], [-4.016, -1.053, 1.433], [-3.017, -2.526, 1.053], [-2.204, -0.961, 1.363], [0.252, -1.119, -1.185], [1.953, 0.006, 0.048], [2.106, -0.726, 4.528], [4.583, -0.975, 4.294], [4.787, 2.645, 0.643], [4.922, 3.525, 2.184], [6.792, 2.907, 2.870], [6.929, 1.806, 1.513], [-0.328, 3.366, 0.923]],
  "mulliken_charge": [-0.5289, 0.1922, -0.2406, -0.4568, 0.3762, -0.5349, 0.3799, -1.3891, 0.3727, 0.4931, -0.7148, -0.2435, 0.3757, -0.4387, -0.0097, -0.5446, -0.4968, -0.6071, 0.3346, 0.8872, -0.5343, -0.4462, -0.4849, -0.9959, 0.7135, -0.0880, -0.5760, 0.2408, 0.3612, 0.3246, 0.3424, 0.3365, 0.4330, 0.4784, 0.4255, 0.4440, 0.2962, 0.2426, 0.2936, 0.3030, 0.6840]
}

***

Entry 2:
{
  "formula": "H10O5Xe",
  "method": "ωB97M-V/def2-TZVPD",
  "lumo_energy_ev": -0.1,
  "total_charge": 0,
  "max_force_ha_per_bohr": 0.0117,
  "orbital_gap_ev": 10.7385,
  "multiplicity": 1,
  "relative_energy_ev": 0.209,
  "e_homo_ev": -10.858,
  "total_energy_ha": -711.53281,
  "symbols": ["Xe", "O", "H", "H", "O", "H", "H", "O", "H", "H", "O", "H", "H", "O", "H", "H"],
  "coordinates": [[-0.950, 0.823, 1.163], [2.086, 1.299, 2.496], [1.933, 1.084, 1.576], [2.404, 2.202, 2.482], [0.147, 0.694, -2.305], [-0.206, 1.579, -2.403], [-0.603, 0.119, -2.457], [-3.749, -1.709, -0.307], [-4.629, -1.384, -0.497], [-3.179, -1.224, -0.905], [-0.023, -2.664, 1.092], [-0.721, -2.428, 1.703], [0.096, -1.883, 0.551], [2.681, 0.958, -0.478], [1.994, 0.635, -1.061], [2.718, 1.899, -0.649]],
  "mulliken_charge": [-0.0083, -0.6108, 0.3117, 0.2997, -0.6056, 0.3070, 0.3020, -0.5972, 0.3118, 0.2902, -0.5901, 0.3221, 0.2624, -0.6340, 0.3287, 0.3106]
}

***

Entry 3:
{
  "formula": "C13H19MoN5O6PS2",
  "method": "ωB97M-V/def2-TZVPD",
  "lumo_energy_ev": [-16.9, -16.3],
  "total_charge": 4,
  "max_force_ha_per_bohr": 0.0880,
  "orbital_gap_ev": [5.6983, 6.3098],
  "multiplicity": 2,
  "s2": 0.794,
  "e_homo_ev": [-22.596, -22.612],
  "total_energy_ha": -2436.30986,
  "symbols": ["Mo", "O", "C", "O", "C", "C", "C", "C", "C", "N", "C", "O", "O", "H", "H", "H", "H", "H", "C", "C", "O", "P", "S", "S", "O", "C", "C", "H", "H", "H", "H", "H", "H", "H", "H", "H", "H", "N", "C", "N", "N", "C", "N", "H", "H", "H", "H"],
  "coordinates": [[0.604, 0.278, 0.465], [3.781, 3.733, -1.313], [2.653, 3.139, -0.892], [1.516, 3.480, -1.309], [3.048, 2.183, 0.219], [4.433, 1.975, 0.439], [4.873, 1.038, 1.405], [3.908, 0.674, 2.342], [2.586, 1.050, 2.263], [2.155, 1.483, 0.962], [1.728, 1.336, 3.488], [2.080, 0.527, 4.507], [0.850, 2.177, 3.536], [3.490, 4.274, -2.024], [5.159, 2.451, -0.241], [5.820, 0.461, 1.223], [4.193, -0.119, 2.997], [2.928, 0.096, 4.327], [-2.023, 3.344, -2.989], [-1.151, 2.244, -3.541], [-1.669, 0.921, -3.082], [-1.435, 0.084, -1.779], [0.633, -0.661, -1.574], [-1.574, 1.056, 0.053], [-2.424, -1.106, -1.837], [-3.879, -0.808, -1.932], [-4.711, -1.782, -1.111], [-1.963, 4.266, -3.649], [-1.664, 3.606, -1.998], [-3.068, 3.050, -2.819], [-0.161, 2.400, -3.090], [-1.135, 2.100, -4.592], [-4.091, -0.750, -2.987], [-3.979, 0.177, -1.501], [-4.704, -2.786, -1.476], [-5.768, -1.513, -1.103], [-4.289, -1.887, -0.059], [-1.396, -4.364, 0.837], [-0.703, -4.495, 2.003], [-0.566, -5.698, 2.597], [-0.151, -3.433, 2.664], [0.056, -2.261, 2.222], [0.276, -1.092, 1.975], [-2.022, -5.120, 0.483], [-1.533, -3.417, 0.442], [-0.716, -6.521, 2.012], [0.006, -5.793, 3.434]],
  "mulliken_spin": [1.1890, 0.0010, -0.0056, -0.0003, 0.0103, -0.0005, 0.0001, -0.0039, 0.0099, -0.0110, 0.0015, -0.0006, 0.0014, 0.0000, 0.0000, 0.0003, 0.0005, 0.0001, -0.0003, 0.0011, 0.0330, 0.0195, -0.1313, -0.1393, 0.0080, 0.0024, 0.0002, 0.0000, 0.0003, -0.0002, -0.0003, 0.0009, 0.0003, -0.0003, -0.0001, 0.0006, 0.0001, 0.0010, 0.0006, -0.0007, 0.0032, 0.0151, -0.0068, -0.0001, 0.0007, 0.0001, -0.0001]
}

***

Entry 4:
{
  "formula": "C28H47N4O10P2SSi2TeZr",
  "method": "ωB97M-V/def2-TZVPD",
  "lumo_energy_ev": -2.3,
  "total_charge": 1,
  "max_force_ha_per_bohr": 0.0135,
  "orbital_gap_ev": 8.3977,
  "multiplicity": 1,
  "relative_energy_ev": 0.000,
  "e_homo_ev": -10.678,
  "total_energy_ha": -4041.90139,
  "symbols": ["Zr", "N", "C", "C", "P", "O", "O", "O", "P", "O", "O", "O", "H", "H", "H", "H", "H", "H", "H", "H", "N", "C", "C", "O", "O", "H", "H", "H", "H", "C", "C", "C", "C", "C", "C", "C", "S", "O", "O", "N", "C", "C", "C", "C", "C", "C", "C", "C", "N", "C", "H", "H", "H", "H", "H", "H", "H", "H", "H", "H", "H", "H", "H", "C", "Si", "C", "C", "C", "Te", "C", "Si", "C", "C", "C", "H", "H", "H", "H", "H", "H", "H", "H", "H", "H", "H", "H", "H", "H", "H", "H", "H", "H", "H", "H", "H", "H"],
  "coordinates": [[0.334, 0.726, 0.409], [-2.942, 0.544, -2.670], [-2.353, -0.734, -2.082], [-3.076, -1.920, -2.706], [-2.632, -0.669, -0.262], [-4.155, -0.153, -0.321], [-2.463, -1.957, 0.421], [-1.792, 0.519, 0.229], [-0.598, -0.593, -2.714], [0.026, -2.052, -2.658], [-0.785, -0.104, -4.100], [0.122, 0.284, -1.711], [-3.962, 0.527, -2.641], [-2.564, 0.604, -3.636], [-2.612, 1.374, -2.164], [-4.141, -1.905, -2.464], [-2.657, -2.842, -2.308], [-2.954, -1.919, -3.791], [-4.693, -0.436, 0.430], [0.065, -2.446, -3.540], [0.033, -0.628, 2.293], [0.978, -0.156, 3.324], [1.016, 1.369, 3.274], [1.339, 2.051, 4.202], [0.651, 1.834, 2.078], [-0.926, -0.568, 2.625], [0.191, -1.595, 2.023], [1.975, -0.527, 3.080], [0.721, -0.483, 4.330], [6.546, 0.314, -4.912], [5.728, 0.462, -3.662], [6.271, 1.035, -2.516], [5.512, 1.191, -1.366], [4.193, 0.768, -1.378], [3.623, 0.188, -2.506], [4.396, 0.038, -3.639], [3.199, 0.991, 0.040], [2.072, 1.905, -0.324], [4.018, 1.431, 1.127], [2.328, -0.320, 0.289], [2.935, -1.546, 0.609], [4.251, -1.696, 0.968], [4.802, -2.977, 1.182], [4.041, -4.099, 1.042], [2.675, -3.977, 0.694], [1.830, -5.099, 0.539], [0.519, -4.912, 0.219], [0.038, -3.596, 0.069], [0.787, -2.525, 0.195], [2.108, -2.702, 0.491], [7.608, 0.437, -4.710], [6.254, 1.067, -5.647], [6.391, -0.663, -5.368], [7.303, 1.360, -2.521], [5.930, 1.633, -0.472], [2.589, -0.132, -2.487], [3.966, -0.411, -4.526], [4.889, -0.832, 1.097], [5.844, -3.054, 1.461], [4.459, -5.085, 1.198], [2.238, -6.092, 0.685], [-0.161, -5.743, 0.098], [-1.010, -3.423, -0.133], [0.121, 4.973, 2.640], [-1.662, 4.495, 2.398], [-2.780, 5.833, 3.076], [-2.123, 2.858, 3.192], [-2.077, 4.376, 0.550], [-0.802, 3.310, -0.790], [0.791, 4.708, -0.907], [1.357, 5.038, -2.683], [-0.005, 5.965, -3.566], [1.711, 3.413, -3.540], [2.907, 6.074, -2.578], [0.347, 5.030, 3.708], [0.323, 5.956, 2.207], [0.809, 4.245, 2.210], [-2.639, 5.935, 4.154], [-3.833, 5.605, 2.902], [-2.565, 6.803, 2.624], [-1.535, 2.684, 4.095], [-1.959, 2.022, 2.510], [-3.179, 2.861, 3.472], [-2.141, 5.368, 0.097], [-3.062, 3.920, 0.423], [1.596, 4.312, -0.290], [0.414, 5.618, -0.437], [-0.948, 5.415, -3.551], [0.262, 6.132, -4.611], [-0.178, 6.942, -3.110], [0.927, 2.666, -3.383], [2.648, 2.985, -3.180], [1.804, 3.564, -4.618], [2.727, 7.007, -2.041], [3.272, 6.331, -3.574], [3.703, 5.536, -2.059]],
  "mulliken_charge": [-0.1835, -0.1789, 0.9120, -1.8197, 0.0597, -0.5331, -0.8122, -0.1939, 0.6224, -0.5102, -0.9096, 0.4945, 0.4178, 0.4506, -0.0966, 0.4582, 0.3040, 0.4945, 0.3910, 0.3773, -0.4268, -0.4750, 0.4186, -0.6141, 0.4177, 0.3377, 0.1167, 0.0849, 0.5251, -1.5202, 1.0228, -0.8522, -0.8226, -0.2417, -0.4631, -0.8150, 1.1770, 0.2851, -0.7692, 1.7544, -0.7068, -0.7547, -1.1406, -0.9633, 0.9515, -0.8465, -1.1761, -0.1474, 0.3255, 0.4565, 0.3768, 0.3024, 0.3739, 0.3797, 0.5851, 0.3592, 0.4545, 0.7276, 0.4511, 0.4394, 0.4597, 0.4695, 0.3174, -0.5385, 0.0003, -1.0807, -0.5560, -0.9910, 0.1909, -0.8715, 0.2955, -1.0984, -0.3925, -1.0947, 0.3605, 0.3910, -0.1342, 0.3150, 0.3261, 0.3018, 0.2982, -0.2616, 0.4998, 0.5557, 0.6323, 0.3874, 0.5638, 0.3103, 0.3500, 0.3235, -0.1773, 0.0189, 0.5181, 0.3256, 0.3442, 0.3089]
}

***

Entry 5:
{
  "formula": "C4H10O2",
  "method": "ωB97M-V/def2-TZVPD",
  "lumo_energy_ev": 0.8,
  "total_charge": 0,
  "max_force_ha_per_bohr": 0.0504,
  "orbital_gap_ev": 11.9704,
  "multiplicity": 1,
  "relative_energy_ev": 1.091,
  "smiles": "O=CO.CCC",
  "e_homo_ev": -11.141,
  "total_energy_ha": -308.85806,
  "symbols": ["O", "C", "O", "H", "H", "C", "C", "C", "H", "H", "H", "H", "H", "H", "H", "H"],
  "coordinates": [[-1.713, -1.683, 2.688], [-0.730, -1.125, 2.359], [0.408, -1.885, 2.097], [-0.379, -0.090, 2.236], [0.695, -1.675, 1.196], [-0.103, 1.767, -0.573], [0.814, 0.602, -0.915], [-0.011, -0.610, -1.415], [-0.897, 1.872, -1.268], [0.390, 2.741, -0.563], [-0.566, 1.647, 0.408], [1.332, 0.267, -0.012], [1.556, 0.864, -1.674], [0.611, -1.398, -1.810], [-0.642, -1.090, -0.663], [-0.767, -0.204, -2.090]],
  "mulliken_charge": [-0.4253, 0.2778, -0.4802, 0.2802, 0.3130, -1.0592, -0.0112, -1.1836, 0.3386, 0.3186, 0.2017, 0.1484, 0.3066, 0.3204, 0.2680, 0.3863]
}

***

Entry 6:
{
  "formula": "C3H6N2O2",
  "method": "ωB97M-V/def2-TZVPD",
  "lumo_energy_ev": 0.8,
  "total_charge": 0,
  "max_force_ha_per_bohr": 0.1229,
  "orbital_gap_ev": 9.7835,
  "multiplicity": 1,
  "relative_energy_ev": 1.473,
  "smiles": "CNC(=O)C(N)=O",
  "e_homo_ev": -8.979,
  "total_energy_ha": -377.90520,
  "symbols": ["C", "N", "C", "O", "C", "N", "O", "H", "H", "H", "H", "H", "H"],
  "coordinates": [[-2.376, -0.251, -0.053], [-0.750, -0.551, -0.223], [0.008, 0.410, 0.207], [-0.114, 1.592, 0.370], [1.625, -0.308, 0.020], [2.554, 0.648, -0.112], [1.832, -1.497, 0.112], [-2.718, -0.599, 0.919], [-2.511, 0.819, -0.179], [-2.858, -0.805, -0.857], [-0.479, -1.507, -0.034], [3.539, 0.440, -0.031], [2.248, 1.608, -0.139]],
  "mulliken_charge": [-0.7399, -0.2584, 0.4755, -0.6113, 0.4499, -0.3460, -0.6098, 0.2746, 0.3270, 0.2770, 0.2957, 0.2400, 0.2255]
}

***

Q: What is the formula in the first record?
A: C20H14N4O3